Run i
DFT (wB97M-V/def2-TZVPD) results for 4 unconnected molecules or ions with the total composition CH8O4.

The SMILES is C=O.O.O.O. For the HOMO energy, the calculation gives -10.085 eV. For the frontier orbital gap, the calculation gives 0.394 hartree. Its spin multiplicity is 1. The net charge is 0. The LUMO energy is 0.64 eV.

Each line ends with the Löwdin charge.
Cartesian coordinates (Å):
O1 -1.7820 1.0240 5.0749  -0.06
C1 -1.0829 0.2907 4.3574  -0.14
H1 -0.9934 -0.8987 4.3972  0.10
H2 -0.7235 0.6932 3.2995  0.10
H3 2.5397 0.0880 -4.4113  0.05
H4 1.7674 1.2836 -5.0284  0.08
O2 1.7755 0.6882 -4.1854  -0.13
H5 1.9487 3.1109 1.7350  0.03
H6 1.8267 3.1018 0.3002  0.04
O3 1.2871 2.8736 1.0760  -0.07
H7 -2.2680 -3.8677 -1.4666  -0.01
H8 -2.0486 -4.6164 -2.7690  0.03
O4 -2.2468 -3.7711 -2.3794  -0.02

Run ii
DFT (wB97M-V/def2-TZVPD) results for a molecular structure, CH8O4.

For the HOMO energy, the calculation gives -9.897 eV. For the frontier orbital gap, the calculation gives 0.163 hartree. Its spin multiplicity is 1. The net charge is 0. The LUMO energy is -5.46 eV.

Each line ends with the Löwdin charge.
Cartesian coordinates (Å):
O1 -0.6688 -1.6858 -0.8614  0.02
C1 -0.1765 -0.4021 -0.7523  -0.13
H1 -1.0307 0.1814 -1.0810  0.11
H2 0.7661 -0.3281 -1.3418  0.15
H3 -0.4932 1.7858 0.4814  -0.05
H4 0.6242 2.9775 -1.1546  0.00
O2 0.4118 2.1470 -0.7078  -0.19
H5 1.1509 -3.1507 1.0729  0.04
H6 0.0932 -2.1313 -0.0967  -0.04
O3 0.7689 -2.2952 0.8377  -0.09
H7 0.1584 -0.1390 0.2862  0.15
H8 -0.5870 1.6389 2.0738  0.06
O4 -1.0171 1.4014 1.2436  -0.04

Stability comparison, relative energies in hartree: run i 0.0000; run ii 0.2528